The following is a quantum chemistry calculation of a molecular structure, C8F24Li2N4O16S8, from the Open Molecules 2025 dataset.

The energy above the lowest of the compared OMol25 structures with the same formula, charge and spin is 0.0000 eV. The molar mass is 1134.5 g/mol. The total charge is -2. The value obtained for the total energy is -7325.268507 a.u. For the LUMO energy, the calculation gives 3.401 eV.

```
62
Properties=species:S:1:pos:R:3:forces:R:3
Li 0.3216 -0.8979 0.0046 -0.62 -0.24 0.18
Li -2.6349 1.9254 2.0832 0.51 -0.09 -0.03
C 1.8479 2.2843 1.7607 -0.66 0.58 -1.33
F 2.9997 1.9500 1.2402 0.87 -0.53 -0.18
F 1.5828 1.5406 2.8060 -0.14 -0.63 0.53
F 1.9180 3.5419 2.1137 -0.31 0.83 0.34
S 0.4878 2.0507 0.4312 -0.42 -0.89 -0.48
O -0.6590 1.5956 1.1948 0.44 -0.60 0.12
O 0.2396 3.2084 -0.3611 0.81 -0.21 0.29
N 1.1531 0.7242 -0.4351 -1.23 2.65 1.36
S 1.9481 1.2354 -1.7433 1.71 0.04 -1.95
O 1.2748 0.9428 -2.9764 -0.36 -0.41 0.57
O 2.5708 2.5329 -1.6707 -0.21 -0.61 0.75
C 3.3689 -0.0149 -1.6928 -0.47 0.78 0.56
F 4.0115 -0.0266 -2.8360 -0.28 -0.21 -0.23
F 4.2588 0.3098 -0.7411 -0.29 -0.15 0.08
F 2.8418 -1.2132 -1.3947 0.29 -0.09 -0.23
C 3.3661 -7.1574 -5.7418 0.00 0.76 0.22
F 2.5351 -7.7564 -6.6094 0.05 0.19 0.14
F 3.0033 -7.4757 -4.5019 -0.07 -0.33 -0.13
F 4.5973 -7.6249 -5.9683 -0.15 0.07 0.00
S 3.3063 -5.2739 -5.8907 2.16 0.55 1.84
O 3.7981 -4.9874 -7.2119 -0.16 -0.30 0.29
O 1.9930 -4.8309 -5.5058 0.13 -0.55 -0.39
N 4.4715 -4.9658 -4.6691 -1.81 -0.48 -2.39
S 4.0079 -3.7560 -3.7552 -0.11 -1.40 1.48
O 3.7493 -2.5476 -4.4849 0.02 0.29 0.43
O 3.1094 -4.1980 -2.6868 0.54 1.06 -0.87
C 5.6237 -3.5262 -2.7557 -1.46 -0.26 -0.76
F 6.7194 -3.5726 -3.5062 0.16 0.29 0.13
F 5.5208 -2.3434 -2.1386 0.46 0.06 -0.02
F 5.7058 -4.4702 -1.8202 0.25 -0.07 0.06
C -4.4189 3.4873 0.1504 0.45 0.34 1.31
F -5.1613 2.9382 1.1235 0.11 -0.26 0.04
F -3.6785 2.5290 -0.4131 -0.22 -0.10 -0.26
F -5.2550 4.0368 -0.7084 0.40 -0.01 -0.36
S -3.2480 4.7693 0.8841 0.56 0.76 -2.32
O -2.3279 5.0787 -0.1974 -0.75 -0.95 1.12
O -4.1176 5.8616 1.2413 0.14 -0.92 0.64
N -2.5127 3.8834 2.1152 -2.03 1.08 -1.04
S -1.9225 5.0069 3.0853 0.44 1.94 0.97
O -0.8064 5.6314 2.4197 -0.07 -0.09 0.70
O -2.8919 5.8907 3.7276 1.12 -1.49 -0.36
C -1.1892 3.9824 4.4697 -0.34 0.45 -1.15
F -2.1354 3.3236 5.1168 -0.13 0.02 0.49
F -0.3102 3.1080 4.0119 0.29 -0.56 -0.31
F -0.5360 4.8269 5.2489 -0.17 0.15 0.63
C -3.9796 -0.6869 -0.1595 1.20 -0.82 0.63
F -4.5580 -1.8025 -0.5551 -0.49 -0.28 0.08
F -3.2222 -0.2824 -1.1701 -0.01 0.68 0.24
F -4.8764 0.1904 0.2123 -0.31 0.35 -0.37
S -2.8929 -1.1499 1.3735 -0.38 -0.04 0.60
O -3.2989 -2.4924 1.6755 -0.03 0.81 0.07
O -1.4905 -1.0106 1.0204 -0.36 0.45 -0.26
N -3.3666 0.0695 2.4910 1.64 -1.39 -3.83
S -3.8665 -0.4194 3.8679 -1.41 0.42 3.38
O -4.5015 0.6905 4.5543 0.93 -0.50 -0.74
O -4.5584 -1.6696 3.9136 0.40 -0.03 -0.21
C -2.2509 -0.6902 4.7940 -1.71 -0.09 0.63
F -1.5300 0.4092 4.8916 0.46 0.36 -0.48
F -2.5730 -1.0465 6.0476 0.11 -0.28 -0.01
F -1.5615 -1.6666 4.2306 0.48 -0.13 -0.20
```
Forces are in eV/Å.